Density functional theory data (wB97M-V/def2-TZVPD) for 2 unconnected molecules or ions with the total composition C3H3FI2O at a distorted geometry.

## Properties
E_tot: -886.4087 a.u.
HOMO-LUMO gap (spin up / spin down): 7.2 / 7.2 eV
relative energy (zero: lowest compared OMol25 entry of this formula, charge and spin): 87.3 kcal per mole
M: 327.9 g mol⁻¹

Geometry (Å):
C1 -2.158783 -0.025094 -0.771747
H1 1.936418 0.033815 -0.738365
I1 0.392348 -2.507889 -0.251542
H2 2.237304 -0.021634 1.017164
C2 1.679282 0.476861 0.225469
F1 -3.066971 -0.958232 -0.612184
I2 -2.771373 1.759194 0.160891
C3 -0.435604 -0.656673 0.296549
O1 0.281780 0.360252 0.455540
H3 1.905600 1.539401 0.218225

Atomic forces in eV per Å
C 1.84 -1.40 0.32
H -0.10 0.02 0.07
I 0.32 -0.26 -0.13
H -0.12 -0.02 0.01
C 1.02 0.00 -0.28
F -0.13 0.09 0.11
I -0.35 0.62 0.41
C -2.61 0.51 -0.84
O 0.22 0.48 0.26
H -0.10 -0.03 0.05